1.
DFT (the ωB97M-V functional and the def2-TZVPD basis) results for a cluster of 5 separate species, C57H33F4NO10S2 in total.

Geometry as XYZ:
```
107
C57H33F4NO10S2 the ωB97M-V functional and the def2-TZVPD basis
O 10.838 -0.078 4.652
S 11.497 1.078 5.111
O 12.490 1.075 6.102
F 12.136 1.752 3.854
N 10.347 2.228 5.511
S 10.957 3.819 5.781
C 9.072 2.124 4.817
F 8.445 1.005 5.178
F 9.222 2.112 3.489
F 8.305 3.168 5.138
H 11.321 4.087 4.516
C 5.782 0.150 3.124
C 4.806 -0.090 2.162
C 3.628 -0.727 2.512
C 3.423 -1.131 3.826
C 4.407 -0.898 4.788
C 5.585 -0.251 4.434
C 4.227 -1.341 6.201
O 5.074 -1.127 7.040
C 2.965 -2.059 6.544
C 2.782 -2.515 7.843
C 1.613 -3.171 8.188
C 0.617 -3.370 7.238
C 0.794 -2.920 5.941
C 1.970 -2.268 5.587
C 2.145 -1.806 4.182
O 1.271 -1.973 3.356
H 6.702 0.649 2.845
H 4.968 0.219 1.138
H 2.857 -0.918 1.779
H 6.332 -0.079 5.193
H 3.564 -2.347 8.571
H 1.473 -3.527 9.200
H -0.299 -3.877 7.512
H 0.029 -3.068 5.191
C -5.609 3.897 4.908
C -6.639 3.575 4.028
C -6.542 2.451 3.227
C -5.409 1.647 3.293
C -4.371 1.978 4.164
C -4.478 3.102 4.975
C -3.127 1.154 4.229
O -2.232 1.440 4.996
C -3.024 -0.018 3.315
C -1.859 -0.774 3.318
C -1.741 -1.872 2.482
C -2.794 -2.221 1.642
C -3.958 -1.471 1.630
C -4.077 -0.366 2.464
C -5.326 0.439 2.419
O -6.248 0.139 1.690
H -5.690 4.773 5.537
H -7.517 4.204 3.970
H -7.337 2.189 2.542
H -3.666 3.340 5.647
H -1.047 -0.494 3.975
H -0.828 -2.448 2.490
H -2.702 -3.081 0.991
H -4.784 -1.726 0.980
C -3.762 3.614 -0.242
C -4.930 2.907 0.018
C -5.536 2.165 -0.983
C -4.978 2.138 -2.255
C -3.811 2.860 -2.521
C -3.204 3.593 -1.509
C -3.198 2.863 -3.878
O -2.167 3.463 -4.101
C -3.882 2.086 -4.950
C -3.351 2.099 -6.235
C -3.953 1.359 -7.238
C -5.084 0.598 -6.962
C -5.621 0.586 -5.686
C -5.026 1.335 -4.677
C -5.632 1.316 -3.313
O -6.616 0.650 -3.076
H -3.287 4.183 0.547
H -5.360 2.926 1.009
H -6.435 1.597 -0.787
H -2.297 4.139 -1.731
H -2.465 2.684 -6.435
H -3.539 1.370 -8.237
H -5.547 0.014 -7.747
H -6.501 0.003 -5.454
C -1.545 -0.390 -4.753
C -0.464 0.481 -4.837
C 0.613 0.170 -5.650
C 0.616 -1.014 -6.378
C -0.466 -1.891 -6.285
C -1.548 -1.572 -5.473
C -0.485 -3.178 -7.038
O -1.431 -3.933 -6.970
C 0.704 -3.505 -7.877
C 0.734 -4.716 -8.558
C 1.822 -5.037 -9.350
C 2.885 -4.148 -9.470
C 2.862 -2.941 -8.793
C 1.774 -2.616 -7.991
C 1.781 -1.317 -7.257
O 2.702 -0.537 -7.373
H -2.392 -0.144 -4.126
H -0.468 1.407 -4.276
H 1.460 0.837 -5.734
H -2.383 -2.257 -5.420
H -0.103 -5.393 -8.456
H 1.845 -5.981 -9.877
H 3.733 -4.399 -10.093
H 3.680 -2.238 -8.873
```

Results
total energy = -114152.19284 eV
structure (SMILES) = O=C1c2ccccc2C(=O)c2ccccc21.O=C1c2ccccc2C(=O)c2ccccc21.O=C1c2ccccc2C(=O)c2ccccc21.O=C1c2ccccc2C(=O)c2ccccc21.O=S(=O)(F)N(S)C(F)(F)F
gap between HOMO and LUMO = 8.58 eV

2.
DFT (the ωB97M-V functional and the def2-TZVPD basis) results for a structure of composition C57H34CaCl6N4 at a distorted geometry.

Geometry as XYZ:
```
102
C57H34CaCl6N4 the ωB97M-V functional and the def2-TZVPD basis
Ca 0.443 0.794 0.212
C -3.122 -1.604 6.822
C -1.826 -2.026 6.560
C -1.165 -1.600 5.410
C -1.790 -0.755 4.493
C -3.094 -0.330 4.775
C -3.753 -0.746 5.925
C -1.112 -0.314 3.232
C -0.872 -1.274 2.266
C -1.234 -2.700 2.410
C -1.075 -3.282 1.217
C -0.592 -2.250 0.264
C -0.396 -2.477 -1.086
C -1.046 -3.692 -1.677
C -2.372 -4.003 -1.322
C -3.016 -5.146 -1.778
C -2.365 -6.026 -2.632
C -1.075 -5.716 -3.045
C -0.435 -4.570 -2.588
C 0.326 -1.473 -2.031
N -0.067 -0.082 -1.751
C -0.520 0.506 -2.854
C -0.773 1.898 -3.028
C -1.631 2.358 -4.123
C -2.571 1.489 -4.737
C -3.357 1.876 -5.813
C -3.313 3.175 -6.307
C -2.498 4.086 -5.644
C -1.693 3.698 -4.582
C -0.202 2.855 -2.061
C 0.428 4.132 -2.313
C 0.665 4.719 -1.092
C 0.207 3.798 -0.098
N -0.263 2.654 -0.737
C 0.097 4.022 1.283
C -0.314 3.077 2.245
C -0.717 3.329 3.591
C -1.081 2.116 4.130
C -0.891 1.126 3.100
N -0.434 1.724 1.995
C 0.317 5.414 1.771
C 1.374 5.711 2.626
C 1.555 7.003 3.107
C 0.669 8.012 2.750
C -0.385 7.726 1.889
C -0.551 6.438 1.395
C -0.499 -0.488 -3.966
C -0.021 -1.638 -3.497
N -0.408 -1.072 0.980
H -3.637 -1.937 7.716
H -1.324 -2.688 7.257
H -0.142 -1.912 5.219
H -3.586 0.330 4.069
H -4.766 -0.412 6.120
H -1.582 -3.166 3.318
H -1.207 -4.328 0.984
H -2.903 -3.313 -0.679
H -4.038 -5.343 -1.474
H -2.855 -6.928 -2.980
H -0.551 -6.378 -3.727
H 0.573 -4.385 -2.925
H -2.720 0.500 -4.328
H -4.033 1.153 -6.259
H -3.925 3.472 -7.151
H -2.492 5.126 -5.953
H -1.117 4.459 -4.080
H 0.748 4.509 -3.273
H 1.133 5.677 -0.902
H -0.743 4.297 4.075
H -1.441 1.928 5.131
H 2.054 4.914 2.913
H 2.391 7.223 3.760
H 0.795 9.014 3.148
H -1.085 8.505 1.608
H -1.371 6.204 0.724
H -0.744 -0.273 -4.996
H 0.163 -2.532 -4.078
Cl 5.727 -2.159 -0.265
C 4.668 -1.540 1.020
C 4.099 -0.298 0.839
C 3.383 0.152 1.927
Cl 2.689 1.792 1.814
C 3.195 -0.555 3.119
Cl 2.363 0.132 4.475
C 3.730 -1.837 3.213
Cl 3.487 -2.784 4.645
C 4.491 -2.337 2.151
Cl 5.202 -3.919 2.288
Cl 4.339 -6.825 -3.351
C 3.662 -5.268 -2.909
C 3.198 -5.068 -1.621
C 2.633 -3.845 -1.293
C 2.545 -2.814 -2.226
C 1.889 -1.515 -1.856
C 3.049 -3.035 -3.502
C 3.605 -4.260 -3.856
H 3.277 -5.860 -0.888
H 2.242 -3.683 -0.293
H 2.106 -1.301 -0.807
H 2.285 -0.696 -2.458
H 2.998 -2.237 -4.236
H 3.990 -4.429 -4.853
```

Results
energy relative to the best compared isomer or geometry (same formula, charge and spin) = 1.325 eV
total energy = -159198.18007 eV
gap between HOMO and LUMO = 5.04 eV
total charge = -2

3.
DFT (the ωB97M-V functional and the def2-TZVPD basis) results for a structure of composition C57H39BrCl4F3N7O4SY at a distorted geometry.

Geometry as XYZ:
```
117
C57H39BrCl4F3N7O4SY the ωB97M-V functional and the def2-TZVPD basis
Y -2.879 -19.564 12.657
Cl -1.563 -14.640 20.532
C -1.596 -15.749 19.164
C -0.679 -16.774 19.070
C -0.717 -17.612 17.972
C -1.616 -17.374 16.928
C -2.527 -16.321 17.036
C -2.505 -15.513 18.160
C -1.603 -18.167 15.683
C -2.077 -19.486 15.759
C -2.554 -20.149 16.967
C -2.845 -21.397 16.589
C -2.561 -21.542 15.166
C -2.829 -22.672 14.373
C -3.241 -23.875 15.113
C -4.560 -24.135 15.469
C -4.887 -25.314 16.166
C -3.871 -26.205 16.476
Cl -4.233 -27.747 17.212
C -2.545 -25.972 16.105
C -2.257 -24.786 15.452
C -2.585 -22.818 13.018
N -2.200 -21.799 12.184
C -2.176 -22.335 10.904
C -1.827 -21.601 9.786
C -1.941 -22.272 8.476
C -2.797 -21.728 7.526
C -2.977 -22.360 6.301
C -2.204 -23.468 5.985
Cl -2.504 -24.300 4.475
C -1.248 -23.955 6.876
C -1.147 -23.351 8.122
C -1.291 -20.275 9.765
C -0.618 -19.720 8.581
C -0.111 -18.520 8.982
C -0.506 -18.343 10.340
N -1.209 -19.410 10.795
C -0.120 -17.272 11.160
C -0.455 -17.123 12.502
C 0.068 -16.060 13.305
C -0.328 -16.282 14.588
C -1.063 -17.531 14.565
N -1.151 -18.003 13.307
C 0.727 -16.217 10.578
C 2.063 -16.430 10.199
C 2.951 -15.426 9.841
C 2.408 -14.160 9.765
Cl 3.474 -12.863 9.278
C 1.074 -13.867 10.023
C 0.219 -14.912 10.457
C -2.547 -23.724 10.940
C -2.773 -24.026 12.256
N -2.124 -20.335 14.707
H 0.052 -16.955 19.814
H -0.037 -18.452 17.862
H -3.216 -16.152 16.212
H -3.175 -14.662 18.252
H -2.680 -19.709 17.939
H -3.332 -22.172 17.201
H -5.309 -23.398 15.229
H -5.894 -25.550 16.413
H -1.738 -26.705 16.352
H -1.238 -24.601 15.119
H -3.416 -20.872 7.811
H -3.750 -22.036 5.593
H -0.595 -24.787 6.677
H -0.426 -23.730 8.813
H -0.612 -20.185 7.628
H 0.492 -17.835 8.449
H 0.689 -15.235 13.013
H -0.036 -15.733 15.483
H 2.414 -17.448 10.304
H 3.978 -15.665 9.574
H 0.688 -12.868 9.891
H -0.816 -14.713 10.683
H -2.608 -24.404 10.111
H -3.068 -25.020 12.586
F -6.011 -18.313 16.619
C -6.248 -18.986 15.465
F -5.797 -20.258 15.679
F -7.586 -18.992 15.348
C -5.552 -18.364 14.192
O -6.293 -17.696 13.467
O -4.330 -18.615 14.127
Br -7.133 -25.567 9.712
C -6.592 -23.748 9.459
C -6.728 -23.191 8.194
N -6.378 -21.930 7.939
C -5.877 -21.216 8.932
C -5.688 -21.683 10.220
C -6.034 -23.003 10.502
C -4.918 -20.839 11.241
O -4.881 -21.160 12.462
O -4.315 -19.798 10.814
H -7.181 -23.774 7.377
H -5.673 -20.179 8.762
H -5.877 -23.430 11.509
C -4.131 -17.410 6.946
C -4.570 -17.481 8.412
N -4.368 -16.216 9.125
C -4.559 -16.090 10.484
S -3.352 -15.485 11.501
N -5.747 -16.453 10.942
C -6.997 -16.579 10.231
C -7.652 -17.970 10.366
H -4.244 -18.399 6.493
H -3.074 -17.194 6.861
H -4.704 -16.673 6.377
H -3.974 -18.270 8.908
H -5.595 -17.821 8.415
H -3.526 -15.717 8.896
H -5.808 -16.625 11.920
H -6.921 -16.298 9.166
H -7.690 -15.854 10.707
H -6.963 -18.730 10.067
H -8.487 -18.025 9.672
H -7.982 -18.183 11.367
```

Results
total energy = -218537.44459 eV
gap between HOMO and LUMO (spin up / spin down) = 5.70 / 5.70 eV
total charge = -1

4.
DFT (the ωB97M-V functional and the def2-TZVPD basis) results for a cluster of 12 separate species, C57H39Cl9O36 in total at a distorted geometry.

Geometry as XYZ:
```
141
C57H39Cl9O36 the ωB97M-V functional and the def2-TZVPD basis
C -5.036 -5.862 -0.048
C -4.172 -4.820 0.262
C -4.367 -3.949 1.475
O -3.537 -3.012 1.523
C -5.517 -4.233 2.347
C -6.287 -5.294 2.052
C -6.208 -6.097 0.830
O -7.162 -6.846 0.658
O -7.375 -5.593 2.757
O -3.039 -4.697 -0.413
H -4.969 -6.439 -0.973
H -5.698 -3.506 3.134
H -7.770 -6.323 2.246
H -2.503 -3.910 -0.124
C 0.076 6.546 -3.692
C -1.185 6.940 -3.710
C -2.408 6.103 -3.331
O -3.498 6.550 -3.577
C -2.101 4.777 -2.886
C -0.802 4.338 -2.803
C 0.422 5.118 -3.238
O 1.547 4.659 -3.134
O -0.511 3.130 -2.308
O -1.565 8.147 -4.171
H 0.918 7.167 -4.053
H -2.853 4.102 -2.538
H 0.454 2.936 -2.190
H -2.520 8.264 -4.237
C 4.471 5.596 -1.939
C 3.612 5.056 -1.070
C 2.280 5.767 -0.638
O 1.480 4.997 -0.145
C 2.182 7.172 -0.834
C 3.162 7.759 -1.593
C 4.315 7.023 -2.333
O 4.993 7.708 -3.110
O 3.031 8.997 -1.954
O 3.595 3.824 -0.649
H 5.249 5.010 -2.419
H 1.349 7.753 -0.462
H 3.757 9.272 -2.545
H 2.833 3.635 -0.033
C 6.296 -0.070 1.090
C 6.765 -0.636 2.246
C 6.807 -2.150 2.525
O 7.431 -2.376 3.536
C 6.129 -3.049 1.630
C 5.536 -2.443 0.558
C 5.697 -0.969 0.108
O 5.313 -0.634 -1.026
O 4.937 -3.144 -0.391
O 7.233 0.055 3.292
H 6.303 0.997 0.881
H 6.043 -4.105 1.759
H 4.928 -2.611 -1.276
H 7.662 -0.692 3.770
C 4.764 -3.234 -5.569
C 4.191 -2.804 -6.691
C 3.569 -1.358 -6.890
O 3.166 -1.136 -8.027
C 3.549 -0.582 -5.684
C 3.867 -1.211 -4.505
C 4.660 -2.467 -4.358
O 4.997 -2.816 -3.241
O 3.674 -0.648 -3.343
O 3.915 -3.465 -7.765
H 5.267 -4.167 -5.538
H 3.015 0.349 -5.709
H 4.150 -1.144 -2.628
H 3.534 -2.810 -8.389
C -5.629 0.476 -1.817
C -5.641 -0.200 -0.633
C -6.742 -0.125 0.349
O -6.578 -0.743 1.375
C -7.916 0.584 -0.036
C -7.956 1.272 -1.243
C -6.824 1.263 -2.254
O -7.019 1.836 -3.304
O -9.083 1.845 -1.708
O -4.631 -0.976 -0.190
H -4.703 0.496 -2.419
H -8.833 0.477 0.617
H -8.760 2.446 -2.377
H -4.858 -1.240 0.733
C 2.963 -1.604 5.317
C 2.702 -1.396 6.617
C 1.575 -0.421 7.181
O 1.529 -0.447 8.412
C 0.848 0.393 6.191
C 1.252 0.213 4.886
C 2.288 -0.777 4.348
O 2.519 -0.685 3.150
O 0.729 0.946 3.880
O 3.314 -2.063 7.616
H 3.644 -2.369 5.049
H 0.097 1.094 6.510
H 1.205 0.616 3.098
H 2.828 -1.701 8.434
C -1.015 -0.744 0.008
C -0.461 0.486 0.139
C 1.047 0.735 0.082
O 1.355 1.915 0.161
C 1.909 -0.420 -0.033
C 1.328 -1.646 -0.148
C -0.171 -1.876 -0.155
O -0.468 -3.069 -0.286
O 2.051 -2.748 -0.327
O -1.060 1.645 0.388
H -2.031 -0.910 0.147
H 2.998 -0.294 -0.081
H 1.469 -3.527 -0.405
H -0.297 2.242 0.487
C -4.073 0.066 4.187
C -3.452 0.846 3.282
C -2.648 2.172 3.616
O -2.103 2.772 2.675
C -2.620 2.492 5.064
C -3.314 1.761 5.914
C -4.014 0.480 5.579
O -4.574 -0.046 6.553
O -3.223 2.016 7.233
O -3.584 0.603 1.974
H -4.602 -0.848 3.891
H -2.083 3.399 5.429
H -3.735 1.262 7.665
H -2.999 1.249 1.440
C 1.673 -5.486 -3.511
Cl 2.247 -5.210 -5.108
Cl 0.304 -4.478 -3.140
Cl 2.974 -5.318 -2.303
H 1.383 -6.580 -3.460
C 0.850 -6.330 2.794
Cl -0.943 -6.326 2.586
Cl 1.443 -4.754 2.815
Cl 1.615 -7.309 1.582
H 1.113 -6.791 3.735
C -1.334 0.256 -3.688
Cl -2.063 1.121 -5.008
Cl 0.428 0.095 -3.719
Cl -2.139 -1.400 -3.488
H -1.540 0.846 -2.844
```

Results
total energy = -246146.36779 eV
structure (SMILES) = O=C1C=C(O)C(=O)C=C1O.O=C1C=C(O)C(=O)C=C1O.O=C1C=C(O)C(=O)C=C1O.O=C1C=C(O)C(=O)C=C1O.O=C1C=C(O)C(=O)C=C1O.O=C1C=C(O)C(=O)C=C1O.O=C1C=C(O)C(=O)C=C1O.O=C1C=C(O)C(=O)C=C1O.O=C1C=C(O)C(=O)C=C1O.ClC(Cl)Cl.ClC(Cl)Cl.ClC(Cl)Cl
gap between HOMO and LUMO = 7.36 eV